#1
34
Properties=species:S:1:pos:R:3:mulliken_charge:R:1 method="wB97M-V/def2-TZVPD" e_lumo_ev=-0.2 e_homo_ha=-0.38246 homo_lumo_gap_ha=0.3766
He -20.00598 1.13398 -4.79982 0.0208
O -20.02991 -0.81483 -6.61993 -0.6044
H -19.69444 -1.24753 -7.40509 0.2770
H -20.56349 -0.09330 -6.95298 0.2959
O -20.42582 3.71769 -4.48693 -0.6590
H -21.34441 3.45684 -4.55322 0.3462
H -20.14381 3.38837 -3.63356 0.3700
O -17.36569 2.88654 -2.52692 -0.6452
H -16.75478 3.08058 -1.81603 0.2586
H -16.84417 2.40029 -3.16552 0.3498
O -22.27672 -0.61465 -2.59159 -0.6808
H -22.72815 -1.37989 -2.23541 0.3243
H -22.78680 -0.37347 -3.36482 0.3307
O -18.09289 4.92114 -5.78750 -0.6357
H -18.37213 5.50850 -6.48983 0.3053
H -18.89748 4.48755 -5.50313 0.3678
O -19.99193 -1.85764 -3.75087 -0.5936
H -19.90002 -1.60638 -4.66992 0.3341
H -20.88195 -1.59352 -3.51773 0.3111
O -16.85841 -1.31473 -3.04444 -0.6405
H -17.29213 -0.67144 -3.60506 0.3228
H -17.46554 -2.05410 -3.01339 0.3242
O -20.04074 3.09041 -1.91518 -0.6944
H -19.11751 2.90208 -2.08372 0.3795
H -20.33904 2.36123 -1.37153 0.3424
O -23.10984 3.11884 -4.37682 -0.6734
H -23.59209 2.39926 -4.78410 0.2974
H -23.16242 2.94172 -3.43762 0.3244
O -17.21550 1.15076 -4.74808 -0.5927
H -16.73516 1.37128 -5.54613 0.2501
H -17.98797 1.71562 -4.76908 0.2891
O -19.40994 1.61929 -8.44529 -0.6235
H -18.95875 1.05904 -9.07679 0.3127
H -18.73738 1.84765 -7.80362 0.3090


#2
34
Properties=species:S:1:pos:R:3:mulliken_charge:R:1 method="wB97M-V/def2-TZVPD" e_lumo_ev=-0.1 e_homo_ha=-0.39621 homo_lumo_gap_ha=0.3930
He 13.01135 15.44528 -2.62658 0.0185
O 11.78861 12.77160 -1.11134 -0.7153
H 11.89322 12.63573 -2.05306 0.3557
H 12.08539 11.95185 -0.71617 0.3167
O 14.07374 17.31189 -4.32318 -0.6454
H 14.36792 16.95025 -3.48717 0.3474
H 13.12216 17.20962 -4.30735 0.3614
O 11.34890 15.92188 -4.71272 -0.6488
H 10.62078 16.32465 -5.18585 0.2684
H 11.16868 16.10815 -3.79128 0.2985
O 14.04780 19.92410 -2.99431 -0.6208
H 14.27568 18.99987 -3.09484 0.3236
H 14.88210 20.38683 -3.07215 0.2833
O 11.34835 17.10554 -2.04847 -0.6771
H 11.28421 18.04775 -1.89238 0.3273
H 10.88780 16.70796 -1.30951 0.2680
O 14.34471 14.10734 -0.40703 -0.6056
H 13.48174 13.72937 -0.57634 0.3544
H 14.30685 14.39261 0.50589 0.3001
O 13.07037 17.44352 0.26419 -0.6094
H 12.43363 17.09045 0.88559 0.2815
H 12.61010 17.44710 -0.57508 0.4131
O 15.38763 13.57930 -4.05766 -0.6019
H 14.77089 14.10752 -3.55084 0.2781
H 15.37266 13.96668 -4.93285 0.3050
O 12.49250 13.54726 -5.79961 -0.7261
H 13.39193 13.75858 -6.04982 0.2810
H 12.17501 14.33473 -5.35768 0.4008
O 11.71098 11.72177 -3.86033 -0.6787
H 10.87288 11.33197 -4.10909 0.3139
H 11.90502 12.34222 -4.56291 0.4335
O 15.44935 16.39581 -2.15390 -0.5497
H 15.91839 17.00916 -1.58819 0.2440
H 15.25674 15.64750 -1.58895 0.3045


The structure with the most favorable energy is #2; the runner-up is 0.0119 hartree above it.


#1
92
Properties=species:S:1:pos:R:3:mulliken_charge:R:1 method="wB97M-V/def2-TZVPD" total_charge=-1 e_lumo_ev=2.1 e_homo_ha=-0.08316 homo_lumo_gap_ha=0.1609
Sr -1.36713 -1.55132 -1.06297 1.9478
C 4.33324 -1.42945 4.07533 -1.8608
C 3.42077 -1.46362 2.87857 0.3729
C 3.89590 -1.28292 1.59072 0.1103
C 3.08010 -1.36619 0.45969 0.9378
C 3.68693 -1.22308 -0.88752 -0.4718
O 3.49885 -2.01408 -1.78861 -0.6930
C 4.59915 -0.04587 -1.11156 0.1171
C 5.62105 -0.14837 -2.04959 -0.7401
C 6.44325 0.93689 -2.30680 -0.5410
C 6.23122 2.14104 -1.64645 -0.4959
C 5.19892 2.25547 -0.72657 -0.7303
C 4.39154 1.16090 -0.45212 0.1666
C 1.68418 -1.57501 0.59850 1.0882
O 0.85904 -1.61608 -0.38157 -1.0443
C 1.20117 -1.71474 1.93914 -0.8205
C 2.04890 -1.68810 3.02505 0.0143
C -0.26555 -1.94620 2.05800 -0.3154
N -1.15493 -1.06142 1.82021 -0.5770
C -0.73786 0.30967 1.56102 1.9880
C -1.68354 1.27930 2.24065 -1.5190
Te -0.88888 3.26567 2.08050 0.2125
C 0.87348 2.78574 3.14347 -0.3236
C 0.88785 2.71303 4.53390 -0.2864
C 2.04351 2.34361 5.21023 -0.5947
C 3.20049 2.04927 4.50266 -0.4307
C 3.19648 2.11630 3.11666 -0.4694
C 2.03932 2.48153 2.44093 -0.1056
C -0.73126 -3.33701 2.35315 0.6010
C -2.07426 -3.57846 2.65220 -0.5139
C -2.51685 -4.86629 2.90147 -0.6571
C -1.62736 -5.93395 2.85721 -0.3552
C -0.29369 -5.70373 2.55917 -0.9387
C 0.15363 -4.41229 2.30985 -0.1728
H 5.31263 -1.02737 3.80973 0.3382
H 4.49221 -2.42535 4.49903 0.3881
H 3.92238 -0.80302 4.87048 0.3732
H 4.95551 -1.08773 1.44744 0.3882
H 5.74643 -1.08696 -2.57396 0.4368
H 7.24314 0.85029 -3.03180 0.3751
H 6.86584 2.99289 -1.85808 0.3841
H 5.01504 3.19962 -0.22871 0.4461
H 3.57635 1.24220 0.25579 0.4515
H 1.63418 -1.82106 4.02146 0.3844
H -0.80473 0.54251 0.47369 -0.1202
H 0.29139 0.47519 1.89048 -0.5938
H -1.84757 1.05634 3.29414 0.5390
H -2.64308 1.32029 1.72248 0.4221
H -0.01128 2.95174 5.08898 0.4192
H 2.03922 2.28999 6.29234 0.3757
H 4.10182 1.76093 5.02909 0.4591
H 4.09146 1.86690 2.55938 0.2243
H 2.03105 2.51333 1.35741 0.5094
H -2.75381 -2.73715 2.67862 0.4441
H -3.56042 -5.04057 3.13321 0.3904
H -1.97611 -6.94032 3.05407 0.3764
H 0.40439 -6.53050 2.51625 0.3840
H 1.19331 -4.23432 2.06775 0.4310
C 1.27529 1.53540 -2.69800 -1.0228
Ge -0.67723 1.90670 -2.80510 0.1598
C -0.81415 3.89230 -2.57565 -1.2649
C -1.07795 1.81007 -4.78715 -1.4389
C -1.61470 0.80928 -1.59233 -0.9285
H 1.85106 2.09604 -3.43963 0.4421
H 1.49247 0.47138 -2.82239 0.3233
H 1.61619 1.82540 -1.69989 -0.0361
H -0.20243 4.45679 -3.28512 0.3814
H -0.51349 4.15706 -1.55882 0.2494
H -1.85900 4.19170 -2.70389 0.3737
H -0.37654 2.43382 -5.35011 0.4432
H -2.08764 2.19022 -4.97892 0.3146
H -1.01558 0.78749 -5.17173 0.3404
H -2.63968 1.23727 -1.52995 -0.3533
O -3.86775 -1.68989 -1.17939 -0.7164
C -4.43529 -1.24219 -2.19982 1.0071
C -5.91095 -1.48902 -2.43083 -1.0234
C -6.74679 -0.20985 -2.20645 -0.6127
C -5.99782 1.09660 -2.46972 -0.6019
C -5.40789 1.22912 -3.86982 -0.4660
C -4.42550 0.09649 -4.23599 -0.8488
N -3.78080 -0.50836 -3.08749 0.1862
H -6.21957 -2.27787 -1.74773 0.3519
H -6.04985 -1.85918 -3.44923 0.3391
H -7.09197 -0.20039 -1.17052 0.3508
H -7.64377 -0.25806 -2.83086 0.3129
H -5.18718 1.19794 -1.74279 0.0883
H -6.67377 1.93497 -2.28439 0.4172
H -4.88704 2.18659 -3.93557 0.3289
H -6.20951 1.25426 -4.61533 0.3715
H -3.62624 0.49382 -4.86185 0.2937
H -4.92849 -0.67435 -4.82547 0.3546
H -2.83347 -0.08966 -2.72184 -0.2423


#2
92
Properties=species:S:1:pos:R:3:mulliken_charge:R:1 method="wB97M-V/def2-TZVPD" total_charge=-1 e_lumo_ev=2.1 e_homo_ha=-0.08936 homo_lumo_gap_ha=0.1663
Sr -0.13353 0.78729 0.45758 1.2734
C -0.30786 -6.07499 3.64960 -1.7587
C -0.36392 -4.61461 3.27964 0.2587
C 0.04729 -3.62376 4.16014 -0.3081
C 0.00088 -2.27671 3.83902 0.7988
C 0.46996 -1.29362 4.84442 -0.5016
O 0.30954 -1.48221 6.03828 -0.6767
C 1.21883 -0.07102 4.39021 0.4337
C 1.96966 -0.04873 3.21801 -0.1623
C 2.64771 1.10090 2.84150 -0.4219
C 2.57043 2.24307 3.63132 -0.3401
C 1.83477 2.22179 4.80736 -0.6034
C 1.17216 1.06431 5.18941 -0.6527
C -0.53691 -1.83504 2.59006 0.6395
O -0.74090 -0.60235 2.35462 -0.7697
C -0.91197 -2.87206 1.64916 0.0834
C -0.84409 -4.20731 2.04246 -0.7650
C -1.46589 -2.56138 0.31770 0.1092
N -1.10925 -1.53282 -0.35967 1.1379
C -1.74871 -1.15948 -1.62564 -1.1243
C -3.08742 -0.45164 -1.47456 -1.3351
Te -3.25098 1.26341 -0.14948 0.2367
C -4.61300 -0.08570 1.01878 -0.4338
C -5.87929 -0.50827 0.60613 -0.0224
C -6.65968 -1.35386 1.38758 -0.6470
C -6.18889 -1.79325 2.61954 -0.3224
C -4.93754 -1.37857 3.05767 -0.6204
C -4.16334 -0.53718 2.26296 -0.1012
C -2.46239 -3.54121 -0.23431 -1.0696
C -2.11340 -4.36363 -1.30174 0.1863
C -3.02773 -5.26599 -1.82494 -0.8801
C -4.30570 -5.34309 -1.28837 -0.5869
C -4.65712 -4.52583 -0.22280 -0.7438
C -3.73712 -3.63651 0.31203 0.1778
H 0.15642 -6.20887 4.62715 0.3559
H 0.27104 -6.65506 2.92665 0.3467
H -1.30633 -6.51720 3.69570 0.3228
H 0.42134 -3.89821 5.14165 0.3827
H 2.01610 -0.93188 2.59281 0.4215
H 3.21982 1.10659 1.92214 0.4259
H 3.08071 3.14805 3.32547 0.4267
H 1.76856 3.11141 5.42092 0.3675
H 0.59046 1.02910 6.10105 0.4434
H -1.17768 -4.96936 1.34436 0.5723
H -1.88755 -2.01913 -2.29023 0.5267
H -1.06465 -0.46579 -2.12292 0.4782
H -3.84708 -1.13376 -1.09397 0.4206
H -3.38668 -0.10632 -2.46426 0.7132
H -6.26708 -0.16872 -0.35127 0.3855
H -7.63923 -1.66705 1.03988 0.3681
H -6.79311 -2.45322 3.23155 0.3657
H -4.55362 -1.72054 4.01309 0.3716
H -3.17278 -0.24254 2.60114 0.2156
H -1.11446 -4.29741 -1.71950 0.4479
H -2.74481 -5.90393 -2.65315 0.4190
H -5.02618 -6.03840 -1.70084 0.3631
H -5.65372 -4.57369 0.19752 0.4538
H -4.01297 -2.99772 1.14199 0.4104
C -0.36718 4.00588 0.95707 -1.3954
Ge -0.41468 3.77076 -1.04251 0.6700
C 1.51154 4.08087 -1.52306 -1.2186
C -1.23607 5.41658 -1.81858 -1.3316
C -1.20069 2.08200 -1.40072 -1.1179
H -0.39257 5.06174 1.23521 0.4552
H 0.54728 3.59594 1.40663 0.3477
H -1.23442 3.52663 1.42318 0.3444
H 1.84514 5.07486 -1.21286 0.3427
H 1.63871 3.99493 -2.60561 0.3532
H 2.15670 3.33221 -1.05267 0.2439
H -0.71710 6.33519 -1.53222 0.3620
H -2.28509 5.48896 -1.52605 0.3218
H -1.19833 5.31723 -2.90617 0.3706
H -1.15455 1.89924 -2.48807 -0.1196
O 2.18664 -0.17346 -0.06883 -0.0975
C 2.49112 -0.96984 -0.96346 0.1458
C 3.80673 -0.88813 -1.69680 -1.2006
C 4.76530 -2.03870 -1.31748 -0.6265
C 4.08048 -3.33903 -0.89323 -0.6264
C 3.10891 -3.92685 -1.91422 -0.5018
C 1.98609 -2.95506 -2.32736 -0.8657
N 1.67120 -1.97025 -1.31060 0.6695
H 4.24618 0.07814 -1.46163 0.3257
H 3.60170 -0.89909 -2.76915 0.4220
H 5.39567 -1.70696 -0.49059 0.3279
H 5.43415 -2.22892 -2.16065 0.3209
H 3.54428 -3.16759 0.04369 0.0969
H 4.84692 -4.08337 -0.66680 0.4563
H 2.67264 -4.83454 -1.49197 0.3548
H 3.65137 -4.22976 -2.81439 0.3305
H 1.06857 -3.50222 -2.53723 0.2763
H 2.25030 -2.44275 -3.25459 0.3863
H 0.78095 -2.00683 -0.81454 -0.3161


The structure with the most favorable energy is #2; the runner-up is 0.0322 hartree above it.


#1
10
Properties=species:S:1:pos:R:3:mulliken_charge:R:1 method="wB97M-V/def2-TZVPD" e_lumo_ev=0.5 e_homo_ha=-0.31340 smiles="NC(=O)O.N=O" homo_lumo_gap_ha=0.3313
N -0.25534 -1.20589 -1.43452 -0.4089
C 0.52148 -0.31669 -0.76054 0.6933
O 0.15619 0.17717 0.28295 -0.6526
O 1.76095 -0.17998 -1.12056 -0.4454
H -0.03169 -1.56587 -2.37940 0.2247
H -0.95913 -1.61842 -0.84189 0.2338
H 2.01283 0.50518 -0.59839 0.3123
N -1.47940 1.29874 2.46240 -0.0723
O -0.56583 1.87046 3.01379 -0.2354
H -1.16006 1.03529 1.37616 0.3505


#2
10
Properties=species:S:1:pos:R:3:mulliken_charge:R:1 method="wB97M-V/def2-TZVPD" e_lumo_ev=0.4 e_homo_ha=-0.35211 smiles="O=C(NO)NO" homo_lumo_gap_ha=0.3670
O -2.12389 -0.45318 0.04913 -0.5491
C -0.96332 -0.30191 -0.14110 0.4659
N 0.09653 -1.29289 0.16589 -0.1246
O 1.44614 -1.01690 -0.30829 -0.4335
N -0.50431 0.96686 -0.33536 -0.1379
O 0.84684 1.22929 0.12732 -0.5036
H -0.15610 -2.31225 0.04562 0.2730
H 1.82595 -0.33130 0.17704 0.3693
H -1.03401 1.75849 -0.82601 0.2507
H 0.56616 1.75379 1.04575 0.3897


The structure with the most favorable energy is #1; the runner-up is 0.0684 hartree above it.


#1
10
Properties=species:S:1:pos:R:3:mulliken_charge:R:1 method="wB97M-V/def2-TZVPD" e_lumo_ev=-0.2 e_homo_ha=-0.34239 smiles="NOC[N+](=O)[O-]" homo_lumo_gap_ha=0.3363
N -0.59039 1.64763 0.52556 -0.3847
O -0.93166 0.28969 0.80752 -0.2740
C 0.16948 -0.88029 0.50559 -0.4013
N 0.34756 -0.90375 -0.95641 0.9586
O 1.08521 -0.04519 -1.33166 -0.5194
O -0.11006 -1.77615 -1.60348 -0.5553
H -1.22891 2.06971 -0.18995 0.2550
H 0.35274 1.76574 0.31322 0.2641
H 1.07561 -0.45645 0.90534 0.3461
H -0.16959 -1.71093 1.02428 0.3111


#2
10
Properties=species:S:1:pos:R:3:mulliken_charge:R:1 method="wB97M-V/def2-TZVPD" e_lumo_ev="-0.4 / -1.2" e_homo_ha="-0.36492 / -0.34976" homo_lumo_gap_ha="0.3519 / 0.3046"
C 1.20471 -0.46222 -0.17431 -0.5161
N 0.59616 0.53146 0.63459 -0.2375
N -1.39632 0.70403 -0.83164 0.7964
O -1.46241 -0.28141 -1.47331 -0.4206
O -2.11929 1.58229 -0.55424 -0.4423
O 0.00568 -0.19362 1.78604 -0.3694
H 1.66537 -1.20695 0.33677 0.3627
H 0.40364 -0.99151 -0.93407 0.2229
H 1.96628 0.05102 -0.77500 0.2691
H -0.86380 0.26692 1.98516 0.3349


The structure with the most favorable energy is #1; the runner-up is 0.0364 hartree above it.